{"formula": "C6H13O6S", "method": "ωB97M-V with the def2-TZVPD basis set", "elements": ["O", "C", "O", "C", "C", "S", "O", "O", "O", "H", "H", "H", "H", "H", "C", "C", "C", "O", "H", "H", "H", "H", "H", "H", "H", "H"], "xyz": [[-0.117, -2.119, -0.020], [-0.025, -2.428, -1.174], [1.033, -2.184, -1.990], [1.625, -0.879, -1.776], [1.727, -0.198, -3.193], [0.280, 0.842, -3.585], [-0.762, -0.057, -4.131], [-0.216, 1.461, -2.335], [0.781, 1.862, -4.600], [-0.860, -3.021, -1.625], [2.676, -1.046, -1.447], [1.091, -0.242, -1.045], [2.695, 0.328, -3.340], [1.724, -1.044, -3.922], [-0.865, 1.845, 2.171], [-1.387, 0.859, 3.206], [-0.348, -0.202, 3.532], [-2.569, 0.233, 2.713], [-0.625, 1.334, 1.234], [-1.624, 2.594, 1.938], [0.033, 2.355, 2.528], [-1.663, 1.396, 4.117], [-0.092, -0.781, 2.640], [-0.739, -0.909, 4.268], [0.565, 0.247, 3.930], [-2.336, -0.244, 1.906]], "mulliken_charge": [-0.53, 0.21, -0.32, -0.12, -0.71, 1.14, -0.69, -0.66, -0.72, 0.37, 0.28, 0.08, 0.37, 0.28, -0.92, 0.33, -1.02, -0.57, 0.09, 0.30, 0.34, 0.28, 0.17, 0.30, 0.35, 0.36], "e_above_lowest_kcal_mol": 0.0, "charge": -1, "gap_ev": 8.165, "energy_ha": -1086.10772}

{"formula": "C6H13P", "method": "ωB97M-V with the def2-TZVPD basis set", "elements": ["C", "C", "C", "C", "C", "C", "P", "H", "H", "H", "H", "H", "H", "H", "H", "H", "H", "H", "H", "H"], "xyz": [[1.155, 2.275, 2.023], [0.365, -1.175, -1.684], [-0.234, -1.687, 0.761], [-1.630, 1.293, -0.050], [0.631, -1.000, -0.171], [0.640, 0.510, 0.229], [0.619, 0.704, 2.028], [1.286, 2.727, 2.969], [1.109, 2.955, 1.195], [1.342, -1.495, -2.136], [-0.028, -0.232, -2.027], [-0.454, -1.842, -1.664], [-1.138, -1.124, 1.216], [0.457, -2.095, 1.628], [-0.784, -2.585, 0.420], [-1.647, 1.324, 1.016], [-1.908, 0.371, -0.593], [-1.292, 2.154, -0.543], [1.624, -1.389, 0.015], [1.138, 1.407, -0.375]], "mulliken_charge": [-0.61, -1.32, -1.45, -0.88, 0.92, -0.83, 0.08, 0.30, 0.21, 0.32, 0.35, 0.31, 0.27, 0.33, 0.37, 0.34, 0.28, 0.32, 0.42, 0.27], "e_above_lowest_kcal_mol": 112.1, "gap_ev": [7.866, 7.842], "energy_ha": -577.55718}

{"formula": "C6H13PS", "method": "ωB97M-V with the def2-TZVPD basis set", "elements": ["C", "C", "C", "C", "C", "C", "P", "S", "H", "H", "H", "H", "H", "H", "H", "H", "H", "H", "H", "H", "H"], "xyz": [[-0.153, -0.762, 0.659], [-1.059, -1.570, 0.273], [-1.095, -2.957, 1.074], [-2.283, -1.347, -0.520], [0.627, 1.432, -2.306], [2.411, 2.944, 1.187], [0.235, 1.539, -0.524], [2.161, 1.332, 0.282], [0.737, -0.871, 1.366], [-0.242, -3.532, 0.747], [-2.020, -3.557, 0.944], [-0.952, -2.609, 2.050], [-2.540, -2.145, -1.164], [-3.134, -1.335, 0.175], [-2.165, -0.334, -0.936], [0.351, 2.422, -2.565], [-0.088, 0.677, -2.657], [1.716, 1.191, -2.350], [1.584, 3.063, 1.748], [2.758, 3.878, 0.694], [3.151, 2.540, 1.821]], "mulliken_charge": [-0.72, 0.84, -1.33, -1.16, -0.76, -0.90, 0.07, -0.16, 0.31, 0.33, 0.32, 0.40, 0.37, 0.31, 0.28, 0.29, 0.25, 0.31, 0.37, 0.27, 0.31], "e_above_lowest_kcal_mol": 62.1, "gap_ev": [8.088, 8.088], "energy_ha": -975.80511}

{"formula": "C6H14", "method": "ωB97M-V with the def2-TZVPD basis set", "elements": ["C", "C", "C", "C", "C", "C", "H", "H", "H", "H", "H", "H", "H", "H", "H", "H", "H", "H", "H", "H"], "xyz": [[-2.525, -0.517, 0.127], [-1.434, 0.107, 1.065], [-0.177, 0.385, 0.246], [0.712, -0.650, -0.048], [1.506, -0.858, -1.299], [2.540, -0.157, -0.359], [-3.257, -0.965, 0.807], [-3.056, 0.311, -0.376], [-2.181, -1.175, -0.665], [-1.336, -0.662, 1.866], [-1.906, 0.976, 1.538], [-2.224, 7.003, 1.223], [0.155, 1.384, 0.494], [0.858, -1.568, 0.563], [1.079, -0.258, -2.086], [-2.479, 6.837, 0.548], [1.680, -1.868, -1.631], [2.701, 0.874, -0.744], [2.496, 0.167, 0.683], [3.473, -0.721, -0.521]], "mulliken_charge": [-1.04, -0.57, -0.64, 0.13, -0.62, -1.20, 0.31, 0.29, 0.29, 0.31, 0.38, 0.00, 0.28, 0.37, 0.29, 0.00, 0.32, 0.33, 0.42, 0.35], "e_above_lowest_kcal_mol": 135.1, "gap_ev": 7.782, "energy_ha": -236.79606}

{"formula": "C6H14", "method": "ωB97M-V with the def2-TZVPD basis set", "elements": ["C", "C", "C", "C", "C", "C", "H", "H", "H", "H", "H", "H", "H", "H", "H", "H", "H", "H", "H", "H"], "xyz": [[-2.088, 0.485, -0.997], [-0.921, 1.258, -1.068], [0.361, 0.524, -0.204], [1.736, 0.867, -0.272], [-0.028, -0.968, 0.168], [0.215, -1.192, 1.672], [-2.755, 0.767, -0.199], [-1.092, -0.899, -0.199], [-2.533, 0.123, -1.912], [-0.601, 1.476, -2.080], [-1.072, 2.211, -0.567], [0.380, 1.073, 0.767], [2.325, 0.528, -1.135], [2.092, 1.841, 0.044], [2.814, -3.305, 1.963], [2.792, -3.476, 1.244], [0.614, -1.547, -0.494], [1.113, -0.632, 1.881], [0.230, -2.251, 1.926], [-0.603, -0.738, 2.239]], "mulliken_charge": [-0.85, -0.40, 0.00, -1.04, 0.11, -1.27, 0.30, 0.14, 0.29, 0.35, 0.27, 0.15, 0.31, 0.29, 0.01, 0.00, 0.30, 0.37, 0.35, 0.32], "e_above_lowest_kcal_mol": 168.2, "gap_ev": 6.036, "energy_ha": -236.74329}

{"formula": "C6H14AuClO2Rh", "method": "ωB97M-V with the def2-TZVPD basis set", "elements": ["Rh", "Cl", "C", "C", "H", "H", "H", "H", "H", "H", "Au", "C", "C", "H", "H", "H", "H", "H", "C", "O", "C", "O", "H", "H", "H"], "xyz": [[-3.345, 2.229, -0.888], [-3.405, 3.137, 1.140], [-3.877, 0.277, -1.206], [-1.940, 3.021, -2.127], [-4.504, 0.341, -2.091], [-2.993, -0.347, -1.390], [-4.351, -0.023, -0.279], [-2.513, 3.244, -3.048], [-1.118, 2.292, -2.315], [-1.532, 3.871, -1.561], [0.557, 0.344, -0.374], [2.316, 0.712, 0.786], [0.007, -1.405, -1.727], [3.127, 0.583, 0.059], [2.346, 1.723, 1.180], [2.422, -0.027, 1.580], [0.312, -0.844, -2.585], [-0.898, -1.977, -1.951], [0.387, -2.348, 1.247], [1.167, -2.611, 0.081], [1.157, -2.167, -1.227], [2.203, -2.217, -1.834], [1.079, -2.310, 2.121], [-0.328, -3.171, 1.437], [-0.174, -1.388, 1.211]], "mulliken_charge": [0.61, -0.44, -0.78, -0.99, 0.39, 0.02, 0.32, 0.39, 0.14, 0.32, 0.02, -1.40, -1.24, 0.36, 0.37, 0.24, 0.37, 0.39, -0.70, -0.34, 0.77, -0.61, 0.19, 0.27, 0.31], "e_above_lowest_kcal_mol": 24.1, "charge": -1, "s2": 12.0213, "gap_ev": [3.549, 5.775], "spin_multiplicity": 7, "energy_ha": -1093.61847}

{"formula": "C6H14B4F16LiO2", "method": "ωB97M-V with the def2-TZVPD basis set", "elements": ["Li", "B", "F", "F", "F", "F", "B", "F", "F", "F", "F", "B", "F", "F", "F", "F", "B", "F", "F", "F", "F", "C", "C", "C", "O", "C", "H", "H", "H", "H", "H", "H", "H", "H", "C", "C", "O", "H", "H", "H", "H", "H", "H"], "xyz": [[0.417, 0.070, -0.136], [-0.896, 3.119, -0.073], [0.031, 3.473, -1.024], [-0.901, 4.093, 0.866], [-2.180, 2.883, -0.568], [-0.484, 1.860, 0.433], [-2.650, -0.626, -1.027], [-2.902, -1.580, -0.034], [-3.417, 0.502, -0.819], [-1.305, -0.285, -1.008], [-3.019, -1.209, -2.197], [0.981, -3.204, -0.622], [1.113, -1.863, -0.702], [-0.323, -3.605, -0.636], [1.685, -3.826, -1.647], [1.610, -3.589, 0.550], [0.915, -0.464, 2.320], [0.516, -0.004, 3.574], [1.655, 0.562, 1.732], [1.615, -1.638, 2.576], [-0.224, -0.652, 1.525], [3.595, 0.673, -2.001], [2.957, -0.274, -3.030], [1.477, 0.017, -3.005], [1.324, 0.783, -1.776], [2.466, 1.648, -1.656], [4.495, 1.082, -2.460], [4.065, 0.133, -1.179], [2.976, -1.287, -2.628], [3.357, -0.214, -4.042], [0.942, -0.925, -2.880], [1.153, 0.516, -3.918], [2.640, 1.991, -0.636], [2.357, 2.545, -2.266], [-3.473, -0.814, 3.128], [-2.754, 0.499, 3.487], [-2.192, 0.885, 2.291], [-3.745, -1.434, 3.982], [-2.936, -1.467, 2.439], [-4.434, -0.547, 2.688], [-1.945, 0.322, 4.195], [-3.253, 1.339, 3.970], [-1.311, 0.511, 2.216]], "mulliken_charge": [1.42, 0.10, -0.43, -0.35, -0.39, 0.26, 0.27, -0.46, -0.41, -0.10, -0.39, -0.04, -0.01, -0.40, -0.43, -0.40, 0.40, -0.44, -0.35, -0.37, -0.42, -0.73, -0.33, -0.61, -0.22, -0.46, 0.34, 0.30, 0.07, 0.37, 0.18, 0.39, 0.29, 0.32, -0.82, -0.43, -0.27, 0.40, 0.12, 0.26, 0.21, 0.27, 0.29], "e_above_lowest_kcal_mol": 41.8, "charge": -3, "gap_ev": 7.238, "energy_ha": -2093.28376}

{"formula": "C6H14BBrF3N4O8P2", "method": "ωB97M-V with the def2-TZVPD basis set", "elements": ["N", "B", "O", "C", "O", "N", "C", "N", "Br", "P", "O", "O", "O", "N", "C", "C", "C", "F", "F", "F", "C", "P", "O", "O", "O", "H", "H", "H", "H", "H", "H", "H", "H", "H", "H", "H", "H", "H", "H"], "xyz": [[-3.576, -1.428, -0.029], [-2.740, -0.503, 0.680], [-3.246, 0.351, 1.623], [-1.138, -0.379, 0.498], [-0.593, -1.367, 1.348], [-0.708, 1.014, 0.872], [0.223, 1.424, -0.038], [0.609, 2.674, -0.197], [1.817, 3.052, -1.561], [0.057, 4.063, 0.705], [-0.958, 4.788, -0.040], [-0.359, 3.416, 2.072], [1.386, 4.857, 0.986], [0.700, 0.398, -0.855], [1.884, -0.125, -0.078], [2.270, -1.561, -0.380], [3.489, -1.966, 0.433], [3.154, -2.666, 1.516], [4.203, -0.911, 0.853], [4.306, -2.722, -0.286], [-0.555, -0.387, -0.933], [-0.541, -1.825, -2.062], [0.677, -1.901, -2.861], [-1.844, -1.561, -2.944], [-0.850, -3.102, -1.168], [-3.858, -2.261, 0.472], [-3.243, -1.693, -0.942], [-3.961, -0.056, 2.129], [-0.673, -1.082, 2.268], [-0.397, 1.163, 1.825], [-1.024, 3.960, 2.526], [1.333, 5.697, 0.498], [1.754, -0.014, 1.003], [2.726, 0.507, -0.355], [2.526, -1.664, -1.428], [1.479, -2.263, -0.129], [-1.260, 0.281, -1.443], [-2.468, -2.299, -2.928], [-0.601, -3.909, -1.649]], "mulliken_charge": [-0.51, 0.51, -0.54, 0.37, -0.53, -0.24, 0.25, -0.05, 0.13, 0.76, -0.60, -0.47, -0.49, 0.15, -0.50, -0.55, 0.81, -0.27, -0.29, -0.27, -0.66, 0.83, -0.76, -0.51, -0.51, 0.29, 0.17, 0.31, 0.46, 0.39, 0.38, 0.38, 0.31, 0.46, 0.40, 0.13, 0.51, 0.36, 0.38], "e_above_lowest_kcal_mol": 8.4, "charge": 1, "gap_ev": 9.347, "energy_ha": -4639.18010}

{"formula": "C6H14BIN4O2", "method": "ωB97M-V with the def2-TZVPD basis set", "elements": ["C", "C", "C", "C", "N", "C", "N", "C", "B", "O", "O", "N", "N", "H", "H", "H", "H", "H", "H", "H", "H", "H", "H", "H", "H", "H", "H", "I"], "xyz": [[2.698, -1.133, 0.081], [2.584, 0.466, 0.308], [2.156, 1.252, -1.028], [1.713, 0.840, 1.617], [0.297, 1.340, 1.402], [-0.799, 0.780, 0.805], [-0.991, -0.548, 0.122], [-2.416, -0.419, -0.282], [-3.098, -1.661, -1.144], [-3.410, -2.973, -0.582], [-3.373, -1.409, -2.549], [-3.059, 0.819, 0.112], [-2.055, 1.497, 0.772], [2.153, -1.460, -0.858], [2.128, -1.595, 0.971], [3.773, -1.511, 0.163], [3.670, 0.788, 0.548], [1.428, 2.115, -0.870], [1.654, 0.477, -1.725], [3.128, 1.555, -1.562], [2.290, 1.686, 2.154], [1.640, -0.021, 2.387], [0.108, 2.265, 1.831], [-2.496, -3.403, -0.458], [-2.734, -0.694, -2.801], [-4.023, 1.144, -0.062], [-2.238, 2.425, 1.176], [-0.727, -2.622, -0.529]], "mulliken_charge": [-0.94, 0.54, -1.11, -0.91, -0.15, 0.19, -0.08, 0.00, 0.54, -0.56, -0.56, -0.15, -0.07, 0.17, 0.23, 0.27, 0.38, 0.24, 0.26, 0.32, 0.31, 0.30, 0.24, 0.25, 0.28, 0.28, 0.22, -0.50], "gap_ev": 5.295, "energy_ha": -928.88899}

{"formula": "C6H14BNO2", "method": "ωB97M-V with the def2-TZVPD basis set", "elements": ["B", "C", "C", "C", "C", "C", "C", "N", "O", "O", "H", "H", "H", "H", "H", "H", "H", "H", "H", "H", "H", "H", "H", "H"], "xyz": [[-2.462, -0.877, 0.041], [-1.735, 2.102, 0.269], [-0.782, 0.813, 0.859], [1.046, -1.641, -0.936], [2.765, -0.311, 0.520], [0.523, 0.645, -0.069], [1.335, -0.649, 0.239], [-2.253, 1.955, -1.032], [-1.511, -0.396, 0.776], [-2.866, -2.103, -0.142], [-2.739, 2.187, 0.931], [-0.940, 2.908, 0.368], [-0.544, 1.133, 1.962], [1.498, -1.275, -1.842], [-0.065, -1.518, -0.983], [1.213, -2.657, -0.841], [3.358, -0.964, -0.215], [3.109, -0.579, 1.536], [3.009, 0.733, 0.223], [0.106, 0.565, -1.040], [1.158, 1.501, 0.041], [0.958, -1.167, 1.100], [-1.754, 2.515, -1.770], [-2.428, -2.921, 0.006]], "mulliken_charge": [0.40, -0.54, 0.26, -1.49, -1.21, -1.34, 0.94, -0.48, -0.35, -0.50, 0.27, 0.37, 0.13, 0.42, 0.20, 0.43, 0.26, 0.28, 0.34, 0.38, 0.47, 0.24, 0.20, 0.31], "e_above_lowest_kcal_mol": 143.6, "gap_ev": [8.757, 6.298], "energy_ha": -466.97997}

{"formula": "C6H14BNO4", "method": "ωB97M-V with the def2-TZVPD basis set", "elements": ["N", "C", "C", "C", "C", "C", "B", "O", "O", "C", "O", "O", "H", "H", "H", "H", "H", "H", "H", "H", "H", "H", "H", "H", "H", "H"], "xyz": [[-1.854, 1.564, -1.153], [-0.544, 2.086, -0.621], [0.631, 1.415, -1.443], [0.507, -0.099, -1.330], [1.235, -0.669, -0.077], [0.895, -2.071, 0.228], [-0.170, -2.712, 1.164], [-0.186, -4.085, 1.375], [-1.118, -1.964, 1.799], [-0.368, 1.908, 0.909], [-0.721, 0.839, 1.409], [0.057, 3.013, 1.538], [-2.275, 2.347, -1.644], [-2.581, 1.303, -0.437], [-0.392, 3.139, -0.960], [0.691, 1.609, -2.497], [1.523, 1.809, -1.042], [-0.468, -0.466, -1.472], [1.074, -0.482, -2.286], [1.047, -0.044, 0.762], [2.328, -0.614, -0.286], [1.801, -2.525, 0.633], [0.752, -2.638, -0.690], [-0.759, -4.482, 1.977], [-1.107, -0.968, 1.638], [0.003, 2.787, 2.505]], "mulliken_charge": [-0.69, 0.57, -1.17, -0.72, -0.22, -0.96, 0.63, -0.58, -0.70, 0.14, -0.68, -0.46, 0.25, 0.23, 0.33, 0.47, 0.41, 0.43, 0.34, 0.23, 0.29, 0.33, 0.36, 0.29, 0.49, 0.40], "e_above_lowest_kcal_mol": 22.6, "smiles": "N[C@H](CCCCB(O)O)C(=O)O", "gap_ev": 10.175, "energy_ha": -617.67819}

{"formula": "C6H14Br2N2O5P3Yb", "method": "ωB97M-V with the def2-TZVPD basis set", "elements": ["C", "C", "Br", "C", "C", "O", "P", "P", "N", "O", "O", "C", "N", "C", "O", "P", "O", "Br", "H", "H", "H", "H", "H", "H", "H", "H", "H", "H", "H", "H", "H", "H", "Yb"], "xyz": [[3.031, 2.119, 1.460], [1.815, 2.191, 0.423], [2.322, 3.483, -0.986], [1.585, 0.718, -0.097], [0.266, 0.472, -0.900], [0.424, -0.932, -1.325], [-1.075, -1.813, -1.500], [-0.813, -3.174, 0.219], [0.574, -4.259, -0.066], [-0.360, -2.319, 1.627], [-1.942, -0.739, -0.410], [-1.192, 0.514, -0.244], [-1.958, 1.454, -1.207], [-2.203, 2.608, -0.609], [-2.468, 3.653, -0.243], [-1.591, 1.160, 1.488], [-2.917, 0.221, 1.981], [-0.033, 0.712, 3.016], [2.718, 1.501, 2.350], [3.839, 1.537, 0.918], [3.396, 3.132, 1.770], [0.867, 2.560, 0.904], [2.448, 0.488, -0.798], [1.702, -0.020, 0.754], [0.273, 1.168, -1.786], [-1.367, -1.059, -2.733], [-0.510, -2.908, -2.275], [-2.386, -2.451, -1.643], [0.403, -4.606, -1.022], [1.378, -3.607, -0.131], [0.602, -2.423, 1.794], [-3.724, 0.515, 1.518], [-3.103, 0.105, -2.246]], "mulliken_charge": [-1.02, 0.15, -0.11, -1.22, 0.26, -0.47, -0.13, 0.09, -0.70, -0.38, -0.22, 0.67, -0.42, 0.61, -0.25, 0.38, -0.47, -0.11, 0.22, 0.34, 0.38, 0.21, 0.48, 0.19, 0.27, -0.11, 0.05, 0.01, 0.32, 0.30, 0.29, 0.34, 1.05], "charge": 1, "gap_ev": 4.710, "energy_ha": -8053.18889}